Computed, not measured: C6H7BrS2Si in the gas phase, with wB97M-V/def2-TZVPD.

**Relative energy (zero: lowest compared OMol25 entry of this formula, charge and spin)**: 0.000 eV
**Lowest unoccupied orbital energy**: 0.371 eV
**Gap between HOMO and LUMO**: 0.362 Eh
**Molecular weight**: 251.25 Da
**SMILES string**: S[Si](S)(Br)c1ccccc1

Structure (ORCA input):
```
! RIJCOSX wB97M-V def2-TZVPD def2/J DEFGRID3
* xyz 0 1
S 2.70988 -0.31986 2.28982
Si 2.08819 -0.40432 0.29913
S 2.27196 -2.33426 -0.57074
Br 3.50398 0.99732 -0.78116
C 0.23351 0.10782 -0.03792
C -0.71829 -0.37608 0.85910
C -2.05285 0.00523 0.70072
C -2.44888 0.75969 -0.41924
C -1.53648 1.22785 -1.32402
C -0.21185 0.99084 -1.04986
H 2.80971 -1.53916 2.66555
H 1.41478 -2.10801 -1.51222
H -0.35264 -1.10279 1.73886
H -2.88637 -0.23856 1.52770
H -3.50221 1.08909 -0.63149
H -1.80876 1.73361 -2.14415
H 0.48633 1.51161 -1.61008
*
```

---

Computed, not measured: C6H7Cl as an isolated structure, with wB97M-V/def2-TZVPD.

**Relative energy (zero: lowest compared OMol25 entry of this formula, charge and spin)**: 3.613 eV
**Lowest unoccupied orbital energy**: 0.089 eV
**Gap between HOMO and LUMO**: 0.325 Eh
**Molecular weight**: 114.57 Da

Structure (ORCA input):
```
! RIJCOSX wB97M-V def2-TZVPD def2/J DEFGRID3
* xyz 0 1
C -0.76549 -1.66901 -0.73911
C -1.00322 -0.63712 -1.64154
C -0.47081 -0.58051 0.28437
C -0.26673 -0.44367 1.57475
C -0.57312 0.49199 -0.68112
C -0.47233 1.77163 -0.99973
Cl 2.66766 0.64206 1.42796
H -0.77048 -2.71972 -0.66563
H -1.04407 -0.56372 -2.68444
H -0.01451 0.48805 2.12141
H -0.24768 -1.37270 2.13470
H 0.08794 2.60292 -0.52118
H -0.67727 2.17505 -1.95789
H 3.55010 -0.18524 2.34744
*
```

---

Computed, not measured: C6H7Cl2N in the gas phase, with wB97M-V/def2-TZVPD.

**Relative energy (zero: lowest compared OMol25 entry of this formula, charge and spin)**: 3.271 eV
**Lowest unoccupied orbital energy (spin up / spin down)**: -0.410 / -1.138 eV
**Gap between HOMO and LUMO (spin up / spin down)**: 0.317 / 0.261 Eh
**Molecular weight**: 164.03 Da

Structure (ORCA input):
```
! RIJCOSX wB97M-V def2-TZVPD def2/J DEFGRID3
* xyz 0 1
C -2.40310 -0.08441 1.54019
C -1.66801 -0.36421 0.36764
C -0.14783 -0.37127 0.43889
C 0.04178 -1.47191 1.50068
C 0.41614 0.99592 0.85625
C 0.42554 -0.67809 -0.88979
N -2.92823 0.06531 2.53856
Cl 0.08977 -1.20500 3.19052
Cl -0.12405 -3.10015 0.98880
H -2.17263 -0.87591 -0.40819
H 1.42482 1.05091 1.16461
H -0.32051 1.36838 1.44891
H 0.40285 1.67737 0.02352
H 1.51085 -0.53162 -0.86227
H 0.15646 -0.04659 -1.62271
H 0.10999 -1.76984 -1.10492
*
```

---

Computed, not measured: C6H7Cl2NO2S in the gas phase, with wB97M-V/def2-TZVPD.

**Relative energy (zero: lowest compared OMol25 entry of this formula, charge and spin)**: 1.336 eV
**Lowest unoccupied orbital energy**: -1.035 eV
**Gap between HOMO and LUMO**: 0.319 Eh
**Molecular weight**: 228.10 Da
**SMILES string**: CC1=N[C@@H](C)C(Cl)=C1S(=O)(=O)Cl

Structure (ORCA input):
```
! RIJCOSX wB97M-V def2-TZVPD def2/J DEFGRID3
* xyz 0 1
C -1.86108 0.68126 -1.53164
C -0.56071 0.35952 -0.89100
N 0.30908 1.29212 -0.82145
C 1.51819 0.87070 -0.12339
C 1.76101 1.55858 1.24457
C 1.29387 -0.60987 0.20160
Cl 2.21349 -1.80659 1.00714
C -0.14781 -0.85753 -0.23835
S -1.10404 -2.32739 0.15436
O -0.37235 -3.50134 0.57998
O -2.18964 -2.59928 -0.71392
Cl -1.90502 -1.61029 1.87158
H -1.79920 1.65103 -1.96267
H -2.70667 0.65949 -0.85431
H -2.04046 -0.06863 -2.23334
H 2.29319 1.11776 -0.69055
H 2.23557 0.87519 1.93730
H 0.85249 1.72149 1.76603
H 2.21009 2.59375 1.29807
*
```

---

Computed, not measured: C6H7Cl2NO4RuTi as an isolated structure, with wB97M-V/def2-TZVPD.

**Lowest unoccupied orbital energy (spin up / spin down)**: -16.249 / -19.966 eV
**Gap between HOMO and LUMO (spin up / spin down)**: 0.286 / 0.202 Eh
**Molecular weight**: 376.97 Da
**Expectation value of S²**: 12.04

Structure (ORCA input):
```
! RIJCOSX wB97M-V def2-TZVPD def2/J DEFGRID3
* xyz 4 7
Ru -2.96259 -0.61853 -1.29588
Ti 0.50054 0.24303 -1.04940
Cl -1.25570 1.19784 -2.40814
Cl 1.93786 -0.82562 -2.27127
C -1.45102 -0.82266 -0.32078
C -4.31542 -0.20616 -0.12192
C -3.26750 -2.41375 -1.50672
O -0.42463 -1.03198 0.33153
O -5.14857 0.11223 0.62790
O -3.40701 -3.56521 -1.63959
C 3.00718 3.23519 -0.80367
N 2.87312 2.87269 0.61643
C 3.70261 3.52286 1.61677
C 2.04344 1.92797 0.99761
O 1.35164 1.30569 0.10888
H 3.75952 4.02606 -0.87302
H 2.06030 3.61109 -1.21890
H 3.33257 2.37531 -1.40824
H 3.08110 4.06602 2.34227
H 4.27692 2.76671 2.16917
H 4.38244 4.21357 1.11158
H 1.92043 1.67869 2.05308
*
```

---

Computed, not measured: a 2-piece molecular cluster, C6H7ClN2O overall, with wB97M-V/def2-TZVPD.

**Relative energy (zero: lowest compared OMol25 entry of this formula, charge and spin)**: 1.996 eV
**Lowest unoccupied orbital energy (spin up / spin down)**: 0.557 / -1.598 eV
**Gap between HOMO and LUMO (spin up / spin down)**: 0.282 / 0.257 Eh
**Molecular weight**: 158.59 Da
**Expectation value of S²**: 2.01

Structure (ORCA input):
```
! RIJCOSX wB97M-V def2-TZVPD def2/J DEFGRID3
* xyz 0 3
C 2.01311 -1.09756 -1.24923
C 0.97635 -1.54756 -0.48733
C -0.71537 -0.99428 1.27316
C 1.12289 0.57086 0.80319
C -1.54298 2.17893 -0.96530
C 0.50154 -0.77632 0.74950
N -1.28565 -0.19968 2.16953
N 1.56986 1.68088 0.83159
O -0.65467 1.78943 -1.85900
Cl -2.95831 2.64675 -1.76604
H 2.37060 -1.87334 -1.96726
H 2.56396 -0.17881 -0.94059
H 0.32290 -2.35136 -0.72940
H -1.25758 -1.82655 0.96543
H -0.98111 0.78650 2.15647
H -2.21885 -0.43132 2.47649
H 0.17331 1.62343 -1.46121
*
```

---

Computed, not measured: a 2-piece molecular cluster, C6H7ClNOS overall, with wB97M-V/def2-TZVPD.

**Relative energy (zero: lowest compared OMol25 entry of this formula, charge and spin)**: 3.064 eV
**Lowest unoccupied orbital energy (spin up / spin down)**: -6.314 / -8.118 eV
**Gap between HOMO and LUMO (spin up / spin down)**: 0.280 / 0.205 Eh
**Molecular weight**: 176.65 Da

Structure (ORCA input):
```
! RIJCOSX wB97M-V def2-TZVPD def2/J DEFGRID3
* xyz 1 1
C 0.00014 1.29138 2.38163
C -0.87828 0.26789 2.72235
C 0.61116 1.37547 1.14734
C -1.30784 -0.54915 1.66935
C 0.15095 0.39099 0.28112
C -0.12093 -1.05031 -3.62527
N -0.78877 -0.43649 0.46494
O 2.20804 0.88198 -1.31860
S 1.05750 0.07069 -1.28556
Cl 1.43747 -1.90085 -0.78098
H 0.35343 2.12888 3.17628
H -1.43695 0.35502 3.69387
H 1.48486 2.04048 0.87763
H -2.02219 -1.34934 1.61959
H -0.95332 -0.49345 -3.21353
H 0.30744 -1.88236 -3.07866
H -0.10273 -1.14081 -4.73149
*
```

---

Computed, not measured: C6H7ClO in the gas phase, with wB97M-V/def2-TZVPD.

**Relative energy (zero: lowest compared OMol25 entry of this formula, charge and spin)**: 3.454 eV
**Lowest unoccupied orbital energy**: 0.780 eV
**Gap between HOMO and LUMO**: 0.336 Eh
**Molecular weight**: 130.57 Da
**SMILES string**: C/C(Cl)=C1\C=CCO1

Structure (ORCA input):
```
! RIJCOSX wB97M-V def2-TZVPD def2/J DEFGRID3
* xyz 0 1
C -2.29780 1.19598 0.13379
C -1.58606 -0.06610 -0.15412
Cl -2.84333 -1.36650 -0.12180
C -0.26298 -0.22087 -0.05761
C 0.98894 0.66792 -0.26131
C 2.11307 0.00794 -0.01922
C 1.80186 -1.46567 -0.03220
O 0.32321 -1.51402 0.15778
H -2.92677 1.53177 -0.61654
H -2.57056 1.13572 1.30461
H -1.50208 1.82891 0.22451
H 0.91968 1.80668 -0.58932
H 3.16456 0.49837 0.15731
H 2.35074 -1.92165 -0.85460
H 2.32752 -2.11849 0.72872
*
```

---

Computed, not measured: C6H7ClO2 in the gas phase, with wB97M-V/def2-TZVPD.

**Relative energy (zero: lowest compared OMol25 entry of this formula, charge and spin)**: 1.059 eV
**Lowest unoccupied orbital energy**: 0.601 eV
**Gap between HOMO and LUMO**: 0.362 Eh
**Molecular weight**: 146.57 Da
**SMILES string**: COC(=O)C(Cl)=C1CC1

Structure (ORCA input):
```
! RIJCOSX wB97M-V def2-TZVPD def2/J DEFGRID3
* xyz 0 1
C -2.00415 -1.61517 1.94135
O -1.00816 -1.54696 0.90609
C -0.84208 -0.24671 0.61820
O -1.63165 0.66595 0.72165
C 0.43258 -0.03198 -0.17962
Cl 1.51288 -1.26122 -0.62793
C 0.66634 1.19288 -0.67196
C 1.44677 2.10655 -1.54947
C 0.14910 2.51287 -0.81678
H -2.19346 -2.73032 2.09233
H -1.62232 -1.14992 2.91530
H -2.97380 -1.23187 1.63380
H 2.34567 2.46936 -1.16582
H 1.47170 1.78191 -2.57658
H -0.91055 2.73736 -1.31890
H 0.19092 3.10162 0.02241
*
```

---

Computed, not measured: C6H7ClS in the gas phase, with wB97M-V/def2-TZVPD.

**Relative energy (zero: lowest compared OMol25 entry of this formula, charge and spin)**: 3.708 eV
**Lowest unoccupied orbital energy**: -0.750 eV
**Gap between HOMO and LUMO**: 0.288 Eh
**Molecular weight**: 146.64 Da
**SMILES string**: C=C/C(Cl)=C(\C)C=S

Structure (ORCA input):
```
! RIJCOSX wB97M-V def2-TZVPD def2/J DEFGRID3
* xyz 0 1
C -0.43836 -1.78408 2.37392
C -1.23095 -0.83023 1.75773
C -0.58040 -0.06662 0.75147
Cl -0.56902 1.49164 1.20876
C -0.02110 -0.35235 -0.38703
C -0.00420 -1.79200 -0.94859
C 0.85511 0.69934 -0.92901
S 1.20357 0.56535 -2.55796
H -0.82381 -1.83909 3.57717
H 0.40237 -2.29865 2.19831
H -2.14785 -0.62476 2.35255
H -0.61728 -2.45487 -0.49579
H -0.15296 -1.63664 -1.96865
H 0.92434 -2.32030 -0.84822
H 1.35068 1.52648 -0.14793
*
```

---

Computed, not measured: C6H7FO in the gas phase, with wB97M-V/def2-TZVPD.

**Relative energy (zero: lowest compared OMol25 entry of this formula, charge and spin)**: 3.705 eV
**Lowest unoccupied orbital energy**: 1.052 eV
**Gap between HOMO and LUMO**: 0.331 Eh
**Molecular weight**: 114.12 Da
**SMILES string**: CC1=C(F)[C@H]2C[C@H]2O1

Structure (ORCA input):
```
! RIJCOSX wB97M-V def2-TZVPD def2/J DEFGRID3
* xyz 0 1
C -2.25077 -0.62415 0.08895
C -0.80081 -0.43271 -0.03636
C -0.33776 0.82966 -0.01793
F -1.04371 1.84059 -0.09683
C 1.12061 0.80530 -0.54597
C 1.90480 0.40482 0.73308
C 1.45800 -0.57382 -0.38787
O 0.29157 -1.41377 -0.13700
H -2.65700 -1.34666 0.93197
H -2.52896 -0.95329 -0.88965
H -2.75532 0.42500 0.30769
H 1.52747 1.57066 -1.28510
H 2.86996 0.63099 0.88849
H 1.17606 0.03503 1.52464
H 2.02584 -1.19766 -1.07813
*
```

---

Computed, not measured: C6H7FO in the gas phase, with wB97M-V/def2-TZVPD.

**Relative energy (zero: lowest compared OMol25 entry of this formula, charge and spin)**: 1.655 eV
**Lowest unoccupied orbital energy**: 0.687 eV
**Gap between HOMO and LUMO**: 0.390 Eh
**Molecular weight**: 114.12 Da
**SMILES string**: O=C1C[C@@H]2[C@@H](F)[C@@H]2C1

Structure (ORCA input):
```
! RIJCOSX wB97M-V def2-TZVPD def2/J DEFGRID3
* xyz 0 1
O -2.31676 -0.97228 1.31148
C -1.27555 -0.49636 0.77004
C -1.31256 0.26780 -0.47984
C 0.05391 0.83514 -0.71866
C 1.20613 -0.07431 -0.83985
F 2.25253 0.33652 -1.67668
C 0.93225 0.58352 0.53452
C 0.14640 -0.49435 1.31710
H -1.53788 -0.37788 -1.30995
H -2.01941 1.15724 -0.39804
H 0.28947 1.78095 -1.37128
H 0.97055 -1.13388 -0.84277
H 1.57600 1.23617 1.22220
H -0.05741 -0.11463 2.37793
H 0.53651 -1.52705 1.42039
*
```